1.
DFT (ωB97M-V with the def2-TZVPD basis set) results for one molecule with the formula C4H6O in a non-equilibrium geometry.

Structure (XYZ):
```
11
Properties=species:S:1:pos:R:3:forces:R:3
O -0.637697 0.593651 1.817711 -0.098 1.113 0.187
C -0.869665 0.888450 0.461212 1.923 -0.298 -2.262
C 0.149083 -0.264301 -0.278937 -0.731 1.261 2.448
C 0.590699 -0.451168 -1.665275 -1.049 -0.608 -0.874
C 1.427686 0.210298 -0.928213 -2.707 -1.369 -0.708
H -1.246458 -0.111502 2.010009 -0.232 -0.411 0.438
H -1.981611 0.889762 0.259622 1.222 -0.213 -0.258
H -0.412792 1.919921 0.125092 -1.007 -1.820 1.079
H 0.271629 -1.061068 0.502692 -0.281 0.444 -0.850
H 0.155819 -0.938853 -2.561317 0.933 0.716 0.559
H 2.246202 0.816447 -0.868199 2.027 1.185 0.243
```
Positions in Å, forces in eV/Å.

Kohn-Sham gap ... 10.15 eV
Relative energy (zero: lowest compared OMol25 entry of this formula, charge and spin) ... 73.83 kcal per mole

Here are the Löwdin charges for atoms 1 to 5, given in e:
1. O -0.11
2. C -0.21
3. C -0.24
4. C -0.04
5. C 0.00

=====

2.
DFT (ωB97M-V with the def2-TZVPD basis set) results for C2H8O2Tl as an isolated structure in a non-equilibrium geometry.

Structure (XYZ):
```
13
Properties=species:S:1:pos:R:3:forces:R:3
Tl -13.494710 16.894290 -4.112820 0.850 -0.704 0.753
C -11.035050 17.393320 -2.079780 2.613 1.979 -0.340
O -12.364600 16.980570 -2.313330 -2.595 -0.940 -1.154
H -10.459350 16.560860 -1.675220 -0.032 -0.340 -0.174
H -10.675160 17.717530 -3.056240 0.750 0.093 0.346
H -11.100600 18.235460 -1.390860 0.196 0.119 -0.060
H -12.692890 16.595860 -1.497350 -1.368 -0.532 0.834
C -12.818500 14.250770 -5.828140 3.044 -3.287 0.919
O -13.519770 15.481860 -5.626760 -0.789 0.918 -0.427
H -11.910960 14.276970 -6.431300 0.035 1.227 -0.084
H -12.523140 13.820880 -4.871030 -0.166 0.051 0.164
H -13.406200 13.467170 -6.306340 -1.291 0.381 -0.004
H -14.123030 15.503800 -6.373210 -1.246 1.035 -0.774
```
Positions in Å, forces in eV/Å.

Total charge ... +3
Kohn-Sham gap ... 5.77 eV
Relative energy (zero: lowest compared OMol25 entry of this formula, charge and spin) ... 11.55 kcal per mole

Here are the Löwdin charges for atoms 1 to 5, given in e:
1. Tl 1.97
2. C 0.04
3. O -0.13
4. H 0.16
5. H 0.13

=====

3.
DFT (ωB97M-V with the def2-TZVPD basis set) results for one molecule with the formula C6H7BO2S in a non-equilibrium geometry.

Structure (XYZ):
```
17
Properties=species:S:1:pos:R:3:forces:R:3
B -1.891561 0.084781 -0.096588 -0.770 1.821 1.704
C -0.030106 1.945940 0.001905 0.751 -0.351 0.763
C 1.340440 2.183065 0.041979 0.217 0.581 -0.614
C -0.419191 0.617400 -0.158745 1.692 -1.291 -0.588
C 0.993903 -0.297493 -0.301496 -4.627 2.216 -0.076
C 2.177271 -2.280825 -0.075136 3.753 -4.088 1.736
C 1.062009 -1.648292 -0.350904 -3.801 2.226 -0.736
O -2.856633 1.164726 -0.232863 0.301 -1.700 0.295
O -2.334708 -1.136421 0.450564 3.709 1.131 -1.033
S 2.277458 0.777494 -0.135242 2.945 0.258 0.040
H -0.514914 2.827711 0.375566 -1.461 -0.106 -0.528
H 1.849793 3.172715 0.029319 -0.598 -0.974 0.287
H 2.024656 -3.315000 0.298161 0.539 0.487 -0.647
H 3.203409 -1.897587 0.098512 -1.064 0.169 -0.306
H 0.078677 -2.143197 -0.491856 0.892 0.014 0.307
H -3.725289 1.003128 0.202496 0.983 0.092 -0.560
H -3.235222 -1.058141 0.344322 -3.461 -0.485 -0.044
```
Positions in Å, forces in eV/Å.

2S+1 ... 3
Kohn-Sham gap (spin up / spin down) ... 6.18 / 7.46 eV
Expectation value of S² ... 2.044
Relative energy (zero: lowest compared OMol25 entry of this formula, charge and spin) ... 0.00 kcal per mole

Here are the Löwdin charges for atoms 1 to 5, given in e:
1. B -0.51
2. C -0.16
3. C -0.39
4. C -0.01
5. C -0.47